(1)
Entry from the OMol25 dataset: a cluster of 8 separate species, C43H109N9O15 in total at a distorted geometry (ωB97M-V/def2-TZVPD).

Results
Total charge: 0
Energy relative to the best compared isomer or geometry (same formula, charge and spin) in eV: 7.232
Highest occupied orbital energy in eV: -8.463
Maximum force in eV/A: 4.380
SMILES string: COCCNCCOC.COCCNCCOC.COCCNCCOC.COCCNCCOC.COCCNCCOC.COCCNCCOC.COCCNCCOC.NC(N)=O
E_tot in eV: -90464.15905
Lowest unoccupied orbital energy in hartree: 0.0144

Atoms and positions in Å:
C (29.296, 30.530, 6.732)
O (29.024, 29.956, 5.493)
C (29.553, 28.664, 5.148)
C (28.761, 27.510, 5.756)
N (27.355, 27.646, 5.434)
C (26.543, 26.909, 6.400)
C (25.047, 27.024, 6.032)
O (24.568, 26.098, 5.068)
C (23.194, 26.146, 4.907)
H (30.264, 31.032, 6.713)
H (29.405, 29.855, 7.580)
H (28.594, 31.269, 7.118)
H (30.617, 28.626, 5.380)
H (29.487, 28.362, 4.103)
H (28.916, 27.563, 6.834)
H (29.141, 26.533, 5.458)
H (27.381, 28.632, 5.648)
H (26.754, 27.405, 7.347)
H (26.833, 25.882, 6.623)
H (24.806, 28.070, 5.842)
H (24.542, 26.845, 6.981)
H (22.801, 27.162, 4.902)
H (22.722, 25.594, 5.721)
H (22.989, 25.718, 3.926)
C (3.209, 17.184, -3.030)
O (4.621, 17.202, -2.919)
C (5.277, 16.640, -4.050)
C (6.798, 16.284, -3.661)
N (7.091, 15.127, -2.806)
C (6.805, 13.838, -3.385)
C (7.195, 12.705, -2.347)
O (6.525, 12.856, -1.034)
C (6.946, 11.952, -0.048)
H (2.756, 17.632, -2.145)
H (2.856, 16.159, -3.143)
H (2.932, 17.775, -3.903)
H (5.273, 17.345, -4.880)
H (4.777, 15.752, -4.436)
H (7.249, 17.260, -3.478)
H (7.250, 15.924, -4.585)
H (6.538, 15.178, -1.962)
H (7.476, 13.698, -4.233)
H (5.765, 13.773, -3.702)
H (8.274, 12.780, -2.212)
H (6.911, 11.758, -2.807)
H (7.924, 12.089, 0.415)
H (7.035, 10.970, -0.511)
H (6.208, 11.881, 0.751)
C (14.403, 11.567, -8.222)
O (15.196, 12.678, -7.696)
C (14.934, 13.111, -6.375)
C (13.760, 14.020, -6.395)
N (13.770, 14.868, -5.267)
C (14.026, 16.239, -5.735)
C (14.059, 17.287, -4.591)
O (13.900, 18.624, -4.966)
C (14.213, 19.477, -3.878)
H (13.931, 10.955, -7.454)
H (15.154, 10.929, -8.688)
H (13.758, 11.873, -9.046)
H (15.849, 13.678, -6.205)
H (14.761, 12.267, -5.707)
H (12.852, 13.479, -6.130)
H (13.414, 14.379, -7.364)
H (12.945, 14.992, -4.696)
H (13.396, 16.731, -6.477)
H (15.088, 16.197, -5.975)
H (14.869, 17.105, -3.885)
H (13.155, 16.962, -4.074)
H (13.927, 20.511, -4.072)
H (15.267, 19.485, -3.597)
H (13.663, 19.463, -2.937)
C (12.881, 29.150, 0.247)
O (12.539, 29.148, 1.599)
C (12.123, 27.862, 2.082)
C (10.979, 27.920, 3.212)
N (9.839, 28.709, 2.742)
C (8.742, 28.812, 3.708)
C (8.019, 27.501, 4.154)
O (7.008, 27.809, 5.050)
C (6.019, 26.791, 5.259)
H (13.535, 30.010, 0.097)
H (11.994, 29.325, -0.361)
H (13.317, 28.221, -0.120)
H (12.991, 27.355, 2.506)
H (11.833, 27.213, 1.256)
H (11.364, 28.482, 4.062)
H (10.763, 26.928, 3.610)
H (10.264, 29.598, 2.516)
H (7.951, 29.510, 3.434)
H (9.191, 29.327, 4.559)
H (8.683, 26.787, 4.641)
H (7.535, 27.001, 3.315)
H (5.299, 27.168, 5.986)
H (6.465, 25.932, 5.760)
H (5.657, 26.605, 4.248)
C (21.626, 22.826, 10.162)
O (21.774, 21.671, 9.323)
C (20.514, 20.928, 9.339)
C (20.663, 19.706, 8.406)
N (20.542, 19.928, 6.993)
C (20.937, 18.779, 6.173)
C (21.059, 19.235, 4.701)
O (22.328, 19.850, 4.457)
C (23.524, 19.152, 4.695)
H (22.669, 23.038, 10.396)
H (21.133, 22.610, 11.110)
H (21.171, 23.738, 9.776)
H (19.692, 21.590, 9.068)
H (20.405, 20.636, 10.383)
H (19.859, 19.072, 8.780)
H (21.586, 19.224, 8.729)
H (21.132, 20.665, 6.635)
H (20.039, 18.162, 6.178)
H (21.802, 18.387, 6.708)
H (20.135, 19.586, 4.243)
H (21.138, 18.332, 4.095)
H (24.167, 19.592, 3.933)
H (23.651, 18.094, 4.464)
H (24.150, 19.272, 5.579)
C (9.245, 21.762, 1.417)
O (10.338, 21.275, 2.136)
C (10.335, 19.825, 2.167)
C (11.798, 19.330, 2.521)
N (12.214, 19.752, 3.919)
C (13.612, 20.011, 3.815)
C (13.909, 21.501, 3.527)
O (13.166, 22.401, 4.395)
C (13.616, 22.644, 5.668)
H (9.584, 22.296, 0.529)
H (8.949, 22.613, 2.029)
H (8.402, 21.080, 1.308)
H (10.147, 19.427, 1.170)
H (9.528, 19.264, 2.638)
H (12.360, 19.716, 1.670)
H (11.813, 18.241, 2.491)
H (11.756, 20.626, 4.136)
H (14.045, 19.363, 3.053)
H (14.081, 19.690, 4.744)
H (13.802, 21.791, 2.481)
H (14.973, 21.595, 3.744)
H (12.823, 22.749, 6.407)
H (14.210, 23.558, 5.693)
H (14.338, 21.885, 5.970)
C (2.538, 14.081, 2.187)
O (1.458, 14.953, 2.436)
C (0.184, 14.471, 2.021)
C (-0.232, 13.303, 3.108)
N (0.110, 13.791, 4.438)
C (0.273, 12.674, 5.308)
C (1.113, 13.221, 6.543)
O (2.480, 13.410, 6.203)
C (3.308, 12.336, 5.921)
H (2.589, 13.794, 1.137)
H (2.336, 13.072, 2.545)
H (3.455, 14.572, 2.513)
H (0.240, 14.155, 0.980)
H (-0.588, 15.240, 2.057)
H (0.031, 12.268, 2.887)
H (-1.313, 13.173, 3.050)
H (0.966, 14.222, 4.121)
H (0.637, 11.676, 5.066)
H (-0.712, 12.475, 5.731)
H (0.917, 12.533, 7.366)
H (0.670, 14.147, 6.908)
H (3.726, 11.726, 6.722)
H (4.212, 12.731, 5.456)
H (2.860, 11.599, 5.255)
N (11.061, 20.920, 13.354)
C (11.884, 20.976, 12.332)
N (11.445, 20.519, 11.175)
O (12.954, 21.491, 12.403)
H (10.103, 20.613, 13.274)
H (11.421, 21.491, 14.106)
H (12.211, 20.349, 10.539)
H (10.467, 20.616, 10.939)

Cartesian forces (eV/Å) of the 3 atoms listed first:
C 1.5 -0.1 1.3
O -1.1 -0.5 -1.3
C 0.3 -0.8 0.3

These are the Löwdin partial charges, in e, on atoms 1 to 2: atom 1 (C): -0.130, atom 2 (O): -0.185

(2)
Entry from the OMol25 dataset: a cluster of 9 separate species, C43H111N9O16 in total at a distorted geometry (ωB97M-V/def2-TZVPD).

Results
Total charge: 0
Energy relative to the best compared isomer or geometry (same formula, charge and spin) in eV: 2.124
Highest occupied orbital energy in eV: -8.169
Maximum force in eV/A: 6.223
SMILES string: COCCNCCOC.COCCNCCOC.COCCNCCOC.COCCNCCOC.COCCNCCOC.COCCNCCOC.COCCNCCOC.NC(N)=O.O
E_tot in eV: -92549.52228
Lowest unoccupied orbital energy in hartree: 0.0129

Atoms and positions in Å:
C (0.383, 7.036, 3.043)
O (-0.003, 7.830, 1.883)
C (-1.386, 8.087, 1.758)
C (-2.407, 6.889, 1.952)
N (-2.061, 5.842, 0.992)
C (-2.670, 4.589, 1.272)
C (-2.067, 3.885, 2.482)
O (-0.868, 3.281, 2.087)
C (-0.157, 2.704, 3.207)
H (0.009, 6.012, 3.031)
H (0.235, 7.655, 3.929)
H (1.473, 7.028, 3.022)
H (-1.448, 8.479, 0.743)
H (-1.731, 8.897, 2.400)
H (-3.430, 7.231, 1.790)
H (-2.375, 6.532, 2.981)
H (-1.059, 5.745, 0.917)
H (-2.449, 3.939, 0.425)
H (-3.755, 4.686, 1.309)
H (-2.720, 3.145, 2.945)
H (-1.823, 4.530, 3.326)
H (0.145, 3.392, 3.997)
H (0.710, 2.176, 2.810)
H (-0.814, 1.926, 3.595)
C (-3.978, -7.835, 1.100)
O (-3.549, -6.884, 2.053)
C (-3.635, -7.419, 3.418)
C (-3.944, -6.194, 4.272)
N (-2.743, -5.598, 4.868)
C (-1.856, -4.927, 3.876)
C (-2.358, -3.425, 3.856)
O (-1.360, -2.761, 3.141)
C (-1.460, -1.350, 3.027)
H (-4.021, -7.276, 0.165)
H (-4.957, -8.257, 1.326)
H (-3.406, -8.721, 0.827)
H (-2.680, -7.863, 3.698)
H (-4.460, -8.125, 3.511)
H (-4.516, -6.565, 5.122)
H (-4.447, -5.411, 3.705)
H (-2.227, -6.252, 5.439)
H (-1.962, -5.317, 2.864)
H (-0.828, -5.054, 4.215)
H (-2.494, -2.932, 4.818)
H (-3.233, -3.297, 3.219)
H (-0.669, -0.845, 2.473)
H (-1.479, -0.877, 4.009)
H (-2.316, -1.074, 2.411)
C (4.501, -1.964, -1.930)
O (3.652, -0.952, -2.398)
C (3.433, -0.962, -3.797)
C (2.649, 0.213, -4.246)
N (1.213, -0.031, -4.151)
C (0.481, 1.265, -4.183)
C (0.456, 1.992, -5.573)
O (1.685, 2.587, -5.918)
C (1.659, 2.916, -7.324)
H (4.234, -2.118, -0.885)
H (5.557, -1.729, -2.063)
H (4.238, -2.899, -2.425)
H (3.096, -1.926, -4.176)
H (4.387, -0.958, -4.323)
H (2.875, 0.442, -5.288)
H (2.903, 1.135, -3.723)
H (1.207, -0.297, -3.177)
H (0.818, 1.877, -3.346)
H (-0.507, 0.980, -3.822)
H (-0.260, 2.810, -5.491)
H (0.074, 1.256, -6.279)
H (2.581, 3.438, -7.582)
H (0.843, 3.536, -7.693)
H (1.636, 2.049, -7.985)
C (-5.515, -3.329, -0.777)
O (-4.193, -3.226, -0.195)
C (-3.536, -4.432, -0.042)
C (-2.008, -4.222, 0.157)
N (-1.184, -4.213, -1.078)
C (0.203, -3.992, -0.682)
C (1.007, -3.706, -1.871)
O (1.154, -4.956, -2.518)
C (1.897, -4.938, -3.738)
H (-6.091, -3.979, -0.117)
H (-5.293, -3.799, -1.735)
H (-5.996, -2.366, -0.946)
H (-3.810, -5.028, -0.913)
H (-4.087, -4.857, 0.798)
H (-1.658, -5.044, 0.781)
H (-1.888, -3.345, 0.793)
H (-1.380, -5.077, -1.562)
H (0.636, -4.783, -0.070)
H (0.350, -3.157, 0.003)
H (1.968, -3.236, -1.661)
H (0.551, -2.880, -2.419)
H (1.180, -4.812, -4.549)
H (2.481, -5.836, -3.939)
H (2.564, -4.080, -3.825)
C (4.055, 4.258, -3.844)
O (4.046, 4.166, -2.408)
C (2.727, 4.163, -1.857)
C (2.759, 4.402, -0.324)
N (3.601, 3.465, 0.432)
C (3.672, 4.058, 1.741)
C (5.003, 3.661, 2.420)
O (6.133, 3.958, 1.545)
C (7.458, 3.752, 2.103)
H (5.070, 4.162, -4.230)
H (3.512, 5.133, -4.202)
H (3.490, 3.531, -4.427)
H (2.151, 3.343, -2.286)
H (2.351, 5.132, -2.185)
H (1.731, 4.382, 0.039)
H (3.116, 5.422, -0.182)
H (4.462, 3.602, -0.078)
H (2.809, 3.902, 2.388)
H (3.627, 5.145, 1.806)
H (5.095, 2.583, 2.555)
H (5.226, 4.079, 3.401)
H (7.796, 2.720, 2.203)
H (7.521, 4.231, 3.080)
H (8.175, 4.161, 1.391)
C (-5.421, -1.309, -6.423)
O (-5.594, 0.076, -6.760)
C (-4.431, 0.798, -6.804)
C (-4.512, 1.966, -5.800)
N (-3.312, 2.798, -5.729)
C (-3.537, 3.904, -4.790)
C (-2.204, 4.421, -4.351)
O (-1.820, 3.372, -3.369)
C (-1.102, 3.888, -2.260)
H (-4.613, -1.551, -5.732)
H (-5.318, -1.876, -7.348)
H (-6.389, -1.677, -6.083)
H (-4.143, 1.131, -7.801)
H (-3.566, 0.163, -6.612)
H (-4.728, 1.617, -4.791)
H (-5.386, 2.591, -5.980)
H (-2.603, 2.258, -5.254)
H (-4.239, 3.707, -3.979)
H (-4.104, 4.692, -5.285)
H (-2.255, 5.437, -3.961)
H (-1.438, 4.481, -5.123)
H (-0.859, 3.096, -1.550)
H (-1.818, 4.572, -1.806)
H (-0.211, 4.484, -2.458)
C (2.379, -1.723, 1.707)
O (3.098, -2.969, 1.964)
C (3.360, -3.294, 3.314)
C (2.029, -3.369, 4.150)
N (2.270, -3.743, 5.560)
C (1.048, -3.964, 6.277)
C (1.354, -4.112, 7.788)
O (1.714, -2.786, 8.253)
C (1.907, -2.649, 9.646)
H (2.315, -1.528, 0.636)
H (2.873, -0.857, 2.146)
H (1.328, -1.765, 1.995)
H (4.094, -2.688, 3.845)
H (3.830, -4.273, 3.227)
H (1.458, -4.083, 3.555)
H (1.500, -2.418, 4.086)
H (2.841, -3.068, 6.050)
H (0.516, -4.843, 5.913)
H (0.398, -3.116, 6.061)
H (2.181, -4.762, 8.074)
H (0.468, -4.461, 8.318)
H (2.055, -1.590, 9.856)
H (2.709, -3.224, 10.110)
H (0.996, -2.791, 10.227)
N (2.436, 1.127, -0.688)
C (1.256, 0.583, -0.696)
N (0.419, 1.254, -0.017)
O (0.975, -0.466, -1.308)
H (2.672, 1.970, -0.186)
H (3.152, 0.543, -1.095)
H (0.723, 2.057, 0.515)
H (-0.521, 0.914, 0.127)
O (-1.510, -1.403, -1.411)
H (-0.634, -1.225, -1.067)
H (-1.588, -2.356, -1.387)

Cartesian forces (eV/Å) of the 3 atoms listed first:
C 0.8 1.8 -0.9
O 0.0 -1.6 1.0
C -1.3 -0.3 -0.2

These are the Löwdin partial charges, in e, on atoms 1 to 2: atom 1 (C): -0.068, atom 2 (O): -0.194